1.
{"formula": "C14H31FN2O5S", "method": "ωB97M-V/def2-TZVPD", "species": ["S", "F", "O", "O", "O", "O", "O", "N", "N", "C", "C", "C", "C", "C", "C", "C", "C", "C", "C", "C", "C", "C", "C", "H", "H", "H", "H", "H", "H", "H", "H", "H", "H", "H", "H", "H", "H", "H", "H", "H", "H", "H", "H", "H", "H", "H", "H", "H", "H", "H", "H", "H", "H", "H"], "xyz": [[2.237, 1.439, -1.105], [2.024, -0.047, -1.543], [-4.946, -0.253, -3.024], [3.300, 1.927, -1.898], [-5.651, 1.506, -1.918], [-3.575, 0.068, 0.808], [1.036, 2.163, -1.217], [3.618, 0.272, 0.743], [2.765, 1.409, 0.459], [-1.403, -0.792, 1.314], [-2.665, -0.154, 1.865], [5.164, -2.448, 1.147], [0.796, 0.366, 1.726], [1.707, 1.570, 1.477], [-4.924, -0.103, 1.203], [-0.395, 0.249, 0.781], [-4.215, -0.857, -4.093], [5.156, -0.367, 2.634], [-3.890, 1.944, -3.439], [4.721, 0.742, 1.638], [-4.911, 1.067, -2.754], [4.570, -1.747, 2.378], [-2.784, -1.157, -3.694], [0.351, 0.531, 2.710], [-3.129, -0.828, 2.589], [-0.902, 1.209, 0.711], [4.827, -2.362, 3.241], [4.861, -0.056, 3.634], [-4.737, -1.787, -4.309], [3.488, -1.748, 2.317], [6.170, -2.076, 0.963], [-2.261, -1.665, -4.504], [-5.198, 0.572, 2.016], [4.379, 1.639, 2.139], [4.590, -2.174, 0.265], [-2.767, -1.793, -2.809], [4.093, 0.090, -0.138], [-4.341, 2.918, -3.612], [-1.651, -1.482, 0.513], [-4.278, -0.247, -4.996], [-2.235, -0.249, -3.447], [-2.379, 0.780, 2.360], [1.095, 2.430, 1.237], [5.574, 1.042, 1.033], [-5.537, 0.133, 0.341], [2.230, 1.809, 2.400], [1.342, -0.570, 1.802], [6.238, -0.426, 2.585], [-0.099, -0.051, -0.217], [-3.032, 2.061, -2.778], [-5.088, -1.134, 1.526], [-3.552, 1.570, -4.402], [-0.946, -1.409, 2.088], [5.161, -3.524, 1.254]], "atomic_forces_ev_per_a": [[1.32, 2.09, -0.14], [-0.22, -0.21, 0.34], [-0.31, -0.13, -0.01], [1.08, -0.80, -0.44], [-0.12, -0.09, -0.01], [0.00, 0.21, 0.01], [-1.40, -0.35, 0.49], [0.63, 0.56, 0.08], [-1.28, -0.39, -0.58], [0.33, 0.17, -0.21], [0.09, -0.59, -0.26], [-0.39, 0.87, -0.08], [-0.41, 0.56, 0.14], [-0.09, -0.75, 0.39], [0.19, 0.20, -0.13], [-0.13, -0.72, 0.21], [0.24, -0.04, -0.04], [-0.69, 0.54, -0.31], [-0.15, 0.00, -0.44], [-0.05, -0.58, -0.17], [0.31, 0.16, 0.18], [0.68, -0.74, 0.09], [0.06, 0.08, 0.10], [0.12, 0.01, 0.22], [-0.03, 0.03, 0.22], [0.04, 0.18, -0.19], [-0.03, 0.03, 0.18], [0.13, 0.05, 0.17], [-0.11, 0.04, 0.09], [-0.18, 0.20, 0.01], [0.28, -0.27, 0.08], [-0.02, -0.01, -0.01], [0.02, 0.07, 0.11], [-0.03, 0.03, 0.22], [-0.10, -0.18, -0.19], [-0.04, -0.05, -0.03], [-0.22, -0.25, -0.09], [0.01, 0.04, 0.20], [-0.34, -0.10, -0.06], [0.04, 0.06, 0.03], [0.01, 0.02, -0.07], [-0.29, 0.12, 0.16], [0.13, 0.19, -0.26], [0.08, 0.12, -0.12], [-0.09, -0.06, -0.11], [0.20, 0.04, 0.06], [0.22, -0.06, -0.15], [0.20, -0.09, 0.27], [0.14, 0.15, -0.19], [-0.01, -0.01, 0.03], [-0.13, -0.09, 0.02], [0.10, -0.07, 0.07], [0.15, 0.05, 0.17], [0.07, -0.22, -0.07]], "max_force_ev_per_a": 2.48, "homo_energy_ev": -9.4465, "smiles": "CCCCNN(CCCCCOC)S(=O)(=O)F.CCOC(C)=O"}

=====

2.
{"formula": "C5H14N3S", "method": "ωB97M-V/def2-TZVPD", "species": ["S", "N", "N", "N", "C", "C", "C", "C", "C", "H", "H", "H", "H", "H", "H", "H", "H", "H", "H", "H", "H", "H", "H"], "xyz": [[-3.368, -0.185, -0.306], [-1.301, 1.516, -0.124], [1.013, 1.177, -0.398], [-0.019, -2.317, 0.349], [0.061, 2.025, 0.278], [2.561, -0.833, -0.462], [-0.029, -1.119, -0.301], [1.176, -0.155, 0.119], [-1.635, 0.141, 0.316], [0.741, 1.102, -1.414], [-4.130, -0.695, 0.700], [0.186, -2.262, 1.401], [0.167, 1.957, 1.363], [-1.459, -0.074, 1.406], [-2.180, 2.085, 0.042], [-0.691, -3.033, 0.253], [-0.179, -1.166, -1.401], [-1.173, 1.507, -1.221], [0.187, 3.073, -0.065], [1.355, -0.025, 1.248], [3.427, -0.093, -0.539], [2.272, -1.092, -1.506], [3.018, -1.535, 0.264]], "atomic_forces_ev_per_a": [[0.91, -0.06, -0.09], [-1.46, 0.77, -2.32], [-0.64, 0.50, -1.21], [1.04, 0.72, 3.18], [0.75, -0.16, -0.35], [-0.45, 2.22, 0.33], [-0.54, 2.31, 0.98], [1.68, -1.68, 0.58], [1.06, -2.98, 0.07], [0.86, 0.42, 1.15], [0.84, 0.36, 0.14], [-0.10, 0.08, -2.24], [-0.03, 0.02, -0.18], [-0.49, 0.89, -1.05], [1.31, 0.00, 0.01], [-0.93, -0.55, -0.98], [-0.01, 0.00, 0.78], [-0.93, -0.11, 2.50], [-0.38, -0.64, 0.23], [-0.79, -0.56, -1.45], [-1.56, -0.30, 0.02], [0.81, -0.77, 0.87], [-0.98, -0.47, -0.98]], "max_force_ev_per_a": 3.42, "charge": 1, "de_lowest_kj_mol": 246.7, "homo_energy_ev": -12.1822}

=====

3.
{"formula": "C24H36N2O4", "method": "ωB97M-V/def2-TZVPD", "species": ["O", "O", "O", "O", "N", "N", "C", "C", "C", "C", "C", "C", "C", "C", "C", "C", "C", "C", "C", "C", "C", "C", "C", "C", "C", "C", "C", "C", "C", "C", "H", "H", "H", "H", "H", "H", "H", "H", "H", "H", "H", "H", "H", "H", "H", "H", "H", "H", "H", "H", "H", "H", "H", "H", "H", "H", "H", "H", "H", "H", "H", "H", "H", "H", "H", "H"], "xyz": [[-6.508, 1.419, 1.044], [-8.605, -0.943, -1.606], [-1.079, 0.675, 0.996], [4.077, -2.335, -1.226], [-4.539, 0.374, 0.775], [4.750, -1.795, 0.863], [-1.907, 1.282, 0.016], [-7.977, -0.137, -0.637], [4.332, 2.467, -0.378], [-2.894, 2.181, 0.767], [-3.854, 1.342, 1.609], [7.084, -0.981, 0.950], [7.236, -0.008, -0.222], [6.137, -2.157, 0.689], [1.965, -1.201, 1.455], [0.759, -0.574, 1.678], [0.647, 0.072, -0.634], [-8.901, -2.249, -1.179], [5.951, 0.689, -0.662], [5.282, 1.555, 0.407], [4.882, 2.511, -1.817], [-3.629, -0.540, 0.131], [-2.676, 0.226, -0.792], [3.839, -1.843, -0.139], [1.852, -0.570, -0.851], [0.087, 0.078, 0.640], [2.532, -1.203, 0.182], [-5.859, 0.536, 0.515], [6.180, 1.703, -1.785], [-6.492, -0.465, -0.439], [-3.242, 0.729, -1.577], [-1.297, 1.902, -0.656], [2.446, -1.719, 2.272], [0.161, 0.561, -1.464], [7.970, 0.752, 0.061], [-3.038, -1.039, 0.909], [5.051, 3.532, -2.157], [-4.610, 1.974, 2.075], [-2.342, 2.862, 1.414], [6.377, -2.976, 1.377], [-6.383, -1.470, -0.026], [-7.998, -2.854, -1.035], [5.240, -0.055, -1.023], [7.641, -0.553, -1.078], [4.512, -1.318, 1.717], [2.287, -0.587, -1.839], [-1.981, -0.476, -1.254], [6.395, 1.226, -2.740], [4.173, 2.046, -2.503], [3.323, 2.051, -0.370], [-3.292, 0.808, 2.381], [4.283, 3.461, 0.066], [-9.505, -2.699, -1.965], [-8.072, 0.888, -1.001], [6.045, 2.148, 0.916], [0.307, -0.571, 2.657], [4.744, 0.975, 1.156], [-8.500, -0.208, 0.326], [-4.167, -1.300, -0.431], [6.240, -2.520, -0.336], [-3.460, 2.767, 0.041], [8.072, -1.390, 1.176], [6.744, -0.441, 1.837], [-9.472, -2.239, -0.243], [7.023, 2.348, -1.527], [-5.995, -0.427, -1.411]], "atomic_forces_ev_per_a": [[-0.34, 0.25, 0.01], [0.05, 0.01, -0.16], [0.09, -0.06, 0.20], [0.02, 0.05, -0.30], [0.28, 0.07, 0.25], [-0.01, 0.02, 0.25], [-0.32, 0.40, -0.57], [0.17, 0.23, 0.13], [-0.09, 0.09, 0.10], [0.22, -0.36, 0.13], [-0.08, 0.41, 0.14], [-0.01, -0.08, -0.29], [-0.31, -0.10, 0.12], [0.32, -0.13, 0.09], [0.02, 0.05, -0.15], [-0.20, 0.14, -0.03], [-0.30, 0.19, 0.01], [0.02, -0.03, 0.00], [0.39, 0.20, 0.09], [-0.12, -0.14, -0.10], [0.05, 0.10, -0.10], [0.12, -0.14, -0.36], [0.20, -0.11, 0.37], [-0.05, -0.07, 0.30], [0.21, -0.17, 0.16], [0.23, -0.20, 0.14], [-0.21, 0.08, -0.20], [0.01, -0.42, -0.15], [-0.20, -0.15, -0.02], [-0.50, 0.18, 0.00], [-0.01, 0.00, -0.06], [-0.04, -0.11, 0.13], [0.04, -0.04, 0.08], [-0.07, 0.04, -0.04], [0.03, 0.06, -0.07], [-0.10, -0.06, -0.10], [-0.06, 0.01, -0.08], [0.16, -0.12, 0.02], [0.03, 0.07, -0.04], [0.01, 0.03, -0.16], [0.11, -0.03, -0.08], [-0.03, -0.01, 0.01], [-0.05, -0.02, -0.07], [0.11, -0.01, -0.03], [-0.07, 0.04, -0.15], [0.04, -0.02, -0.09], [0.01, 0.02, -0.08], [0.10, -0.01, -0.06], [-0.02, 0.03, -0.07], [-0.03, 0.05, 0.04], [-0.07, 0.03, 0.01], [-0.09, 0.01, 0.02], [0.01, -0.08, 0.07], [0.00, -0.10, 0.15], [0.08, 0.00, 0.08], [-0.06, -0.01, 0.11], [0.04, -0.01, 0.12], [0.01, 0.05, -0.10], [0.01, 0.01, 0.08], [0.02, -0.04, 0.12], [-0.01, 0.03, -0.02], [-0.01, 0.00, 0.11], [0.06, 0.01, 0.12], [0.00, -0.01, -0.01], [0.10, 0.01, 0.03], [0.05, -0.10, 0.00]], "max_force_ev_per_a": 0.77, "de_lowest_kj_mol": 0.0, "homo_energy_ev": -8.8364, "smiles": "COCCC(=O)N1CCC(Oc2ccc(C(=O)NCCCC3CCCC3)cc2)CC1"}

=====

4.
{"formula": "CHN3O", "method": "ωB97M-V/def2-TZVPD", "species": ["O", "N", "N", "N", "C", "H"], "xyz": [[-0.967, -1.054, -0.030], [-1.413, 0.285, 0.001], [-0.436, 1.005, -0.024], [0.351, -1.032, -0.001], [0.719, 0.200, -0.062], [1.746, 0.596, 0.117]], "atomic_forces_ev_per_a": [[-0.28, 0.37, 0.34], [-1.28, -0.88, -0.34], [1.71, 1.01, -0.10], [1.17, -0.56, -0.52], [-0.13, 0.64, 1.23], [-1.20, -0.58, -0.61]], "max_force_ev_per_a": 1.99, "de_lowest_kj_mol": 374.9, "homo_energy_ev": -11.8802, "smiles": "c1nnon1"}

=====

5.
{"formula": "C2H3ClO2S", "method": "ωB97M-V/def2-TZVPD", "species": ["Cl", "S", "O", "O", "C", "C", "H", "H", "H"], "xyz": [[-0.698, 2.100, -0.069], [-1.382, -0.668, 0.361], [-0.940, -2.035, 0.043], [-2.737, -0.289, 0.067], [1.256, 0.142, 0.050], [-0.213, 0.504, -0.366], [1.847, 0.167, -0.927], [1.514, 0.949, 0.652], [1.352, -0.870, 0.188]], "atomic_forces_ev_per_a": [[-0.13, 0.10, -0.39], [-0.11, -1.87, 0.58], [0.17, 1.28, -0.07], [-0.43, 0.53, -0.39], [-1.81, 1.53, -5.41], [1.46, -0.62, 1.15], [-0.41, 0.71, 1.06], [1.19, 0.59, 1.65], [0.07, -2.25, 1.82]], "max_force_ev_per_a": 5.90, "de_lowest_kj_mol": 221.3, "homo_energy_ev": [-8.8177, -11.6426], "multiplicity": 3}

=====

6.
{"formula": "C9H10O", "method": "ωB97M-V/def2-TZVPD", "species": ["O", "C", "C", "C", "C", "C", "C", "C", "C", "C", "H", "H", "H", "H", "H", "H", "H", "H", "H", "H"], "xyz": [[1.088, 1.151, 2.453], [1.061, 0.548, 1.432], [-1.521, -1.805, 1.743], [2.371, 0.823, -2.039], [-1.384, -0.604, 0.822], [1.040, 1.087, -2.557], [-2.442, -0.613, 1.877], [-0.239, 0.451, 0.810], [0.788, 0.975, 0.013], [1.212, 0.310, -1.272], [2.835, 1.599, -1.451], [0.846, 0.627, -3.572], [3.002, 0.080, -2.529], [-0.790, -1.935, 2.515], [-3.415, -0.694, 1.538], [-1.941, -2.747, 1.332], [0.907, -0.659, -1.337], [-2.334, 0.060, 2.802], [0.698, 2.144, -2.461], [-1.782, -0.796, -0.118]], "atomic_forces_ev_per_a": [[4.32, 0.10, 4.15], [-4.79, 4.34, -0.85], [-0.40, 0.25, 0.03], [1.62, -0.43, 0.99], [1.39, 2.16, -0.04], [-0.86, 1.47, -2.00], [1.73, 0.89, 2.45], [-0.26, -4.42, -1.82], [-0.03, -3.83, -0.18], [-0.95, 3.12, -0.23], [0.58, 0.15, -0.42], [-0.28, 0.31, 1.64], [-0.07, 0.42, 0.14], [0.23, -0.03, 0.23], [-1.78, -0.22, -0.55], [0.50, 0.88, 0.09], [-0.49, -2.73, -0.09], [0.05, -1.16, -1.63], [0.11, -1.08, -0.20], [-0.61, -0.20, -1.72]], "max_force_ev_per_a": 6.53, "de_lowest_kj_mol": 577.7, "homo_energy_ev": -8.0883, "smiles": "O=c1c(C2CC2)c1C1CC1"}

=====

7.
{"formula": "C7H15BCl2", "method": "ωB97M-V/def2-TZVPD", "species": ["Cl", "Cl", "C", "C", "C", "C", "C", "C", "C", "B", "H", "H", "H", "H", "H", "H", "H", "H", "H", "H", "H", "H", "H", "H", "H"], "xyz": [[-0.235, 3.039, -1.102], [0.739, 3.453, 1.624], [1.670, -1.049, -0.473], [-1.373, -0.379, 2.029], [-2.125, -0.253, -0.299], [-0.940, -0.458, 0.566], [1.461, 0.353, -0.141], [-0.373, 2.552, 0.565], [1.844, 1.019, -1.501], [0.062, 0.692, 0.411], [-2.908, -1.007, -0.022], [-1.412, 2.717, 0.738], [-2.495, 0.817, -0.155], [-0.563, -0.751, 2.800], [-0.520, -1.482, 0.294], [1.682, -1.883, 0.382], [1.880, 2.062, -1.436], [2.710, -1.076, -0.872], [0.902, -1.366, -1.292], [1.171, 0.670, -2.196], [2.812, 0.562, -1.802], [-1.930, -0.352, -1.429], [2.092, 0.753, 0.651], [-2.180, -1.094, 2.235], [-1.463, 0.703, 2.234]], "atomic_forces_ev_per_a": [[-0.42, 0.94, -0.98], [-0.48, -0.22, -0.13], [0.71, -4.38, 0.34], [2.06, -0.95, 1.75], [-1.85, 0.96, -1.86], [0.61, -1.34, 0.62], [-0.24, 2.18, -0.16], [1.14, -3.87, -0.13], [2.20, -0.90, 2.00], [-0.01, 2.46, -1.01], [0.35, 0.86, -0.36], [-0.43, 0.31, 1.06], [-0.08, -1.42, -0.19], [-1.07, 0.76, -1.65], [-0.30, 1.38, 0.66], [-0.40, 1.93, -1.61], [0.35, 1.21, -0.29], [-0.80, -0.70, -0.05], [1.55, 0.27, 1.35], [-1.75, -0.34, -1.83], [-0.33, 0.74, 0.18], [-0.10, 0.07, 1.65], [0.79, -0.12, 0.13], [-0.47, 0.86, 0.02], [-1.03, -0.70, 0.51]], "max_force_ev_per_a": 4.45, "de_lowest_kj_mol": 0.0, "homo_energy_ev": -9.5474, "smiles": "CC(C)B(C(C)C)C(Cl)Cl"}

=====

8.
{"formula": "C7H15N", "method": "ωB97M-V/def2-TZVPD", "species": ["N", "C", "C", "C", "C", "C", "C", "C", "H", "H", "H", "H", "H", "H", "H", "H", "H", "H", "H", "H", "H", "H", "H"], "xyz": [[0.038, -0.056, 1.578], [-1.518, 1.894, 0.177], [-1.440, 0.599, -0.246], [-2.098, 0.225, -1.555], [2.262, 0.241, -0.477], [-0.769, -1.870, 0.336], [2.577, -0.230, 0.939], [-0.718, -0.363, 0.521], [3.121, 0.274, -1.159], [3.230, -1.109, 0.847], [1.729, 1.190, -0.604], [3.225, 0.477, 1.454], [-3.175, 0.322, -1.449], [-1.429, -2.079, -0.501], [1.167, -0.358, 1.330], [-1.326, 2.100, 1.218], [1.545, -0.490, -0.894], [0.128, 0.963, 1.648], [-1.923, 2.676, -0.448], [0.233, -2.286, 0.252], [-1.751, 0.951, -2.293], [-1.247, -2.291, 1.211], [-1.863, -0.779, -1.886]], "atomic_forces_ev_per_a": [[-2.68, 0.88, -1.63], [-0.31, -1.61, -0.04], [-0.50, 2.08, -0.71], [0.41, 0.36, 0.13], [-0.23, -0.44, -0.51], [-0.93, 1.06, -0.51], [-0.62, 0.26, -0.96], [1.46, -1.45, 3.06], [-0.07, -0.08, 0.04], [-0.61, -0.32, 0.21], [0.20, 0.14, 0.49], [-0.50, 0.38, 0.47], [-0.12, -0.06, -0.12], [0.38, -0.54, -0.18], [3.81, -0.60, 0.57], [0.31, 0.45, -0.06], [0.19, 0.05, -0.28], [0.03, -0.23, 0.24], [-0.14, -0.01, 0.04], [0.01, -0.02, -0.19], [-0.19, -0.20, -0.21], [0.04, -0.14, 0.31], [0.05, 0.04, -0.15]], "max_force_ev_per_a": 3.90, "de_lowest_kj_mol": 367.5, "homo_energy_ev": -7.3568}